Entry 1:
Here is 14 unconnected molecules or ions with the total composition C11H44F6N19O17S2 in a non-equilibrium geometry from OMol25. Energies are from ωB97M-V/def2-TZVPD.

Element x y z (Å)
C  -0.879342  1.415841  -0.412910
F  -0.611930  2.597086  -0.903036
F  -1.164051  1.496848  0.880853
F  -1.884134  0.836828  -1.046773
S  0.614752  0.219624  -0.674154
O  0.915209  0.270045  -2.084441
O  1.677946  0.762142  0.166365
N  -0.185657  -1.199873  -0.242609
S  0.855133  -2.002496  0.579550
O  2.188620  -2.215514  0.010172
O  0.992069  -1.516897  1.946866
C  0.167145  -3.792018  0.564036
F  -1.049471  -3.819518  0.023419
F  0.931075  -4.630523  -0.093662
F  0.048761  -4.170455  1.852331
C  0.157669  -1.133888  6.066722
O  0.594611  -1.039246  7.213601
N  0.932500  -1.418394  4.990409
N  -1.167804  -1.054070  5.743896
H  1.926057  -1.392152  5.138915
H  0.502295  -1.420127  4.081880
H  -1.896687  -1.038539  6.430550
H  -1.405305  -1.464403  4.853592
C  4.601493  -0.130528  3.198387
O  5.239357  -0.785318  4.041621
N  4.630665  1.238998  3.253922
N  4.100303  -0.633388  2.078005
H  4.284193  1.775979  2.480388
H  4.858601  1.743267  4.087829
H  4.108340  -1.641045  2.114937
H  3.552870  -0.065248  1.455689
C  -1.509427  4.932708  0.936972
O  -0.682602  4.468764  1.715139
N  -2.568146  4.222189  0.451713
N  -1.404810  6.202058  0.450940
H  -3.317589  4.702193  -0.010370
H  -2.625491  3.235548  0.602055
H  -1.795796  6.363318  -0.459389
H  -0.684373  6.750364  0.881616
C  4.064839  4.595287  0.198327
O  4.886626  5.068052  -0.595432
N  3.493622  3.378519  0.059536
N  3.826988  5.206447  1.379922
H  3.645795  2.769865  -0.724727
H  2.701557  3.208431  0.655604
H  4.275208  6.078017  1.591955
H  3.009292  5.006775  1.930980
C  0.472425  -0.937321  -5.473526
O  -0.563765  -0.283080  -5.564461
N  1.317500  -0.899305  -4.432345
N  0.884631  -1.770284  -6.490770
H  1.140919  -0.252088  -3.657888
H  2.130450  -1.483776  -4.406431
H  0.453256  -1.984498  -7.366104
H  1.701603  -2.305210  -6.253661
C  -3.875563  0.587152  3.861889
O  -3.410299  -0.429331  3.313766
N  -4.951674  0.521118  4.677232
N  -3.444273  1.828113  3.607744
H  -5.370877  1.354527  5.048326
H  -5.300559  -0.334687  5.068972
H  -2.561882  1.907753  3.117411
H  -3.480884  2.513141  4.346364
C  3.830396  1.777976  -3.313550
O  3.051149  2.594684  -3.778584
N  4.876572  2.135800  -2.520557
N  3.784358  0.428180  -3.535302
H  5.590807  1.482211  -2.268813
H  4.982509  3.131406  -2.377254
H  4.452828  -0.227241  -3.182294
H  3.010068  0.087048  -4.084319
C  0.222189  -4.730171  -3.800042
O  0.258123  -5.907865  -3.446279
N  1.082267  -3.773529  -3.323116
N  -0.747743  -4.239794  -4.591471
H  1.747199  -4.096337  -2.640452
H  1.071862  -2.790402  -3.539492
H  -1.417680  -4.890750  -4.955731
H  -0.946474  -3.253326  -4.560894
C  -3.817444  -1.927501  0.375857
O  -3.864906  -2.568969  -0.697023
N  -4.839204  -2.146220  1.277157
N  -2.790339  -1.170720  0.784953
H  -4.675829  -1.657243  2.140780
H  -5.625602  -2.667079  0.947256
H  -2.917222  -0.652009  1.665134
H  -1.954901  -1.186242  0.193750
O  -2.908623  -0.489050  -4.315170
H  -2.733067  -0.931666  -3.457347
H  -2.019525  -0.385427  -4.703385
O  -4.458803  1.314440  -2.732460
H  -4.856781  0.768824  -2.047583
H  -3.768557  0.742857  -3.129636
O  -1.741470  -1.938724  -2.411734
H  -2.482954  -2.419162  -1.980564
H  -1.071510  -1.847301  -1.703243
O  -1.912329  -3.022411  3.429570
H  -1.913264  -3.218248  2.487895
H  -2.588086  -2.339831  3.536188

Atoms 1-2, force components in eV/Å:
C 1.256 -2.082 -0.567
F 0.117 0.261 -0.146

Its spin multiplicity is 1. As for the charge: -1. The value obtained for the total energy is -113227.2239 eV. The orbital gap comes out at 8.940 eV. The calculation puts the energy relative to the best compared isomer or geometry (same formula, charge and spin) at 0.00 kcal/mol. For the LUMO energy, the calculation gives 1.52 eV. The largest force on an atom comes out at 5.4 eV Å⁻¹.

Results of the Löwdin charge analysis, in e, for atoms 1 through 4: atom 1 (C): -0.67, atom 2 (F): 0.18, atom 3 (F): 0.13, atom 4 (F): 0.14



Entry 2:
Here is a molecular structure, C11H44FeN22O15P in a non-equilibrium geometry from OMol25. Energies are from ωB97M-V/def2-TZVPD.

Element x y z (Å)
Fe  0.382152  -2.100395  -1.361186
P  0.192889  -0.047560  -0.366844
O  0.153523  1.372845  0.172069
O  1.114715  -1.053241  0.292011
O  0.661874  -0.250447  -1.857186
O  -1.101719  -0.936608  -0.578010
C  5.523363  -0.180209  1.425185
O  6.565412  -0.755364  1.781001
N  4.267310  -0.563416  1.681283
N  5.624482  0.938458  0.668355
H  4.325621  -1.362757  2.295142
H  3.415707  -0.322885  1.204511
H  6.518805  1.334559  0.452685
H  4.816498  1.374389  0.248903
C  -2.236732  -2.792548  -3.241993
O  -1.028193  -2.805939  -2.944686
N  -3.207376  -2.912854  -2.325584
N  -2.637045  -2.571658  -4.509471
H  -2.886530  -3.021126  -1.374876
H  -4.143729  -2.702349  -2.609890
H  -2.035967  -1.927847  -4.994757
H  -3.517701  -2.932647  -4.819800
C  -3.135100  0.910673  -3.103563
O  -4.126085  1.102962  -3.816691
N  -1.860913  1.064585  -3.583373
N  -3.128583  0.285125  -1.914139
H  -1.099108  0.835167  -2.968630
H  -1.669712  1.419135  -4.501200
H  -3.899993  0.115506  -1.293076
H  -2.258181  0.031650  -1.426555
C  -5.252410  -1.375281  1.084498
O  -4.690998  -2.412709  0.738522
N  -6.506520  -1.326682  1.594949
N  -4.706259  -0.157544  0.873339
H  -7.078397  -2.133071  1.756997
H  -6.919223  -0.440787  1.823879
H  -5.101617  0.714770  1.182225
H  -3.734580  -0.074167  0.623462
C  1.202395  -1.960390  3.774638
O  1.531097  -2.417713  4.881332
N  1.841093  -2.284768  2.633563
N  0.162507  -1.144242  3.557777
H  1.598149  -2.110127  1.660151
H  2.629117  -2.908892  2.696541
H  -0.022218  -0.982148  2.577477
H  -0.554015  -1.015353  4.248552
C  2.042563  3.013627  2.852934
O  2.546525  3.727076  1.989456
N  2.242536  3.200103  4.195765
N  1.303912  1.912214  2.586935
H  2.532069  4.107679  4.506276
H  2.081140  2.420820  4.803138
H  0.829285  1.441364  3.338586
H  0.953824  1.635455  1.659457
C  2.919516  2.818972  -2.020862
O  3.502205  3.828837  -2.426010
N  2.335092  1.875981  -2.812034
N  2.880373  2.564257  -0.682415
H  2.068756  2.318569  -3.678507
H  1.687998  1.354729  -2.218096
H  2.113861  1.965071  -0.389915
H  3.201629  3.257423  -0.027343
C  -0.612879  4.713204  -1.170493
O  -1.086417  5.851735  -1.236433
N  0.308690  4.330863  -0.253875
N  -0.893448  3.711567  -2.041217
H  0.706924  5.042055  0.333896
H  0.347464  3.365599  0.036548
H  -1.655106  3.778642  -2.692247
H  -0.575646  2.800997  -1.756171
C  3.056639  -2.456609  -2.677317
O  2.115189  -3.014439  -2.078639
N  2.953074  -1.260637  -3.261693
N  4.290728  -3.041287  -2.751029
H  2.117067  -0.704473  -3.124570
H  3.690080  -0.940138  -3.862749
H  4.883452  -2.820449  -3.528575
H  4.480135  -3.840970  -2.176802
C  -2.684961  1.989844  2.491356
O  -3.677935  2.236337  3.167537
N  -2.102165  2.895630  1.661719
N  -2.057385  0.774646  2.418987
H  -1.286127  2.644404  1.128401
H  -2.738313  3.645537  1.443904
H  -1.519312  0.527070  1.601372
H  -2.356617  -0.012304  2.967152
C  -0.441136  -3.920759  0.940446
O  0.058534  -3.835949  -0.209353
N  -1.496893  -3.135456  1.253589
N  -0.078992  -4.786535  1.898134
H  -1.845268  -3.250877  2.189346
H  -1.593141  -2.276881  0.704032
H  0.665768  -5.435155  1.706737
H  -0.201089  -4.533492  2.863103

Atoms 1-2, force components in eV/Å:
Fe -0.283 -3.195 -1.054
P -0.299 -0.916 -2.070

Its spin multiplicity is 5. As for the charge: -1. The value obtained for the total energy is -119312.1550 eV. The orbital gap (spin up / spin down) comes out at 8.257 / 7.480 eV. The calculation puts the energy relative to the best compared isomer or geometry (same formula, charge and spin) at 11.32 kcal/mol. For the LUMO energy (spin up / spin down), the calculation gives 2.05 / 2.05 eV. The largest force on an atom comes out at 3.8 eV Å⁻¹.

Results of the Löwdin charge analysis, in e, for atoms 1 through 4: atom 1 (Fe): 0.74, atom 2 (P): 0.08, atom 3 (O): -0.36, atom 4 (O): -0.35



Entry 3:
Here is a single C11H5F7N2O2S molecule in a non-equilibrium geometry from OMol25. Energies are from ωB97M-V/def2-TZVPD.

Element x y z (Å)
O  1.588128  -2.942197  1.408745
S  1.880388  -2.096783  0.174268
O  2.331652  -3.047286  -0.900525
C  0.267378  -1.270627  -0.254912
C  -0.034635  -0.950887  -1.745122
N  -1.207638  -0.309727  -2.242592
C  -2.077277  0.003118  -1.140834
C  -3.427006  0.758118  -1.494190
C  -4.482922  1.173030  -0.449543
C  -4.186998  0.817881  1.059139
C  -2.891351  0.071732  1.438791
C  -1.819043  -0.340104  0.349025
N  -0.630501  -0.991618  0.817443
C  3.210430  -0.884564  0.704038
F  4.463588  -1.532453  0.411607
F  3.204211  -0.664680  2.121844
C  3.225001  0.502762  -0.108532
F  2.840031  0.296980  -1.476703
F  4.607502  0.912236  -0.172145
C  2.437212  1.713086  0.594091
F  1.211625  1.348705  1.193772
F  2.153385  2.682513  -0.406225
F  3.270929  2.250596  1.629141
H  0.773604  -1.231320  -2.518162
H  -3.646767  1.013852  -2.597956
H  -5.424602  1.736755  -0.798237
H  -4.935686  1.139616  1.853358
H  -2.700639  -0.158734  2.550412

Atoms 1-2, force components in eV/Å:
O 0.827 3.706 -2.770
S -1.858 -7.816 2.083

Its spin multiplicity is 1. The value obtained for the total energy is -48412.2963 eV. The orbital gap comes out at 7.462 eV. The calculation puts the energy relative to the best compared isomer or geometry (same formula, charge and spin) at 173.02 kcal/mol. Its SMILES is O=S(=O)(c1cnc2ccccc2n1)C(F)(F)C(F)(F)C(F)(F)F. For the LUMO energy, the calculation gives -2.00 eV. The largest force on an atom comes out at 8.3 eV Å⁻¹.

Results of the Löwdin charge analysis, in e, for atoms 1 through 4: atom 1 (O): -0.33, atom 2 (S): 0.83, atom 3 (O): -0.30, atom 4 (C): -0.26



Entry 4:
Here is a molecular structure, C11H5HgN2O5 in a non-equilibrium geometry from OMol25. Energies are from ωB97M-V/def2-TZVPD.

Element x y z (Å)
O  -2.436966  2.075267  -3.952032
C  -2.147023  1.664369  -2.932151
Hg  -1.696104  0.638116  -0.346226
O  0.163921  3.879728  -1.526738
C  -0.201307  2.980381  -0.934861
C  -0.197999  1.778819  1.830723
O  0.516789  1.733142  2.717053
C  -2.419367  -0.615920  2.095244
O  -2.537550  -1.291043  3.004018
C  -3.013202  2.735930  1.484951
O  -3.580065  3.446300  2.165586
H  -3.345168  0.595357  -0.595256
N  1.060175  -5.104888  -0.531638
C  1.275633  -3.959780  -0.440741
C  1.491483  -2.534798  -0.329749
C  2.771074  -1.970823  -0.408510
C  2.903169  -0.598504  -0.265322
C  1.749579  0.182927  -0.105023
N  0.531805  -0.368018  -0.030159
C  0.397603  -1.705957  -0.073290
H  3.641954  -2.607820  -0.567850
H  3.881021  -0.123189  -0.296164
H  1.807654  1.272755  -0.011755
H  -0.617107  -2.102351  0.049891

Atoms 1-2, force components in eV/Å:
O 0.403 -0.775 1.880
C -0.314 1.035 -2.661

Its spin multiplicity is 1. As for the charge: +1. The value obtained for the total energy is -28870.4821 eV. The orbital gap comes out at 9.851 eV. The calculation puts the energy relative to the best compared isomer or geometry (same formula, charge and spin) at 0.00 kcal/mol. For the LUMO energy, the calculation gives -4.09 eV. The largest force on an atom comes out at 2.9 eV Å⁻¹.

Results of the Löwdin charge analysis, in e, for atoms 1 through 4: atom 1 (O): 0.09, atom 2 (C): -0.07, atom 3 (Hg): 0.75, atom 4 (O): 0.11



Entry 5:
Here is a molecular structure, C11H5N2O5Tm in a non-equilibrium geometry from OMol25. Energies are from ωB97M-V/def2-TZVPD.

Element x y z (Å)
O  -5.369480  1.195159  -1.598216
C  -4.397197  0.611417  -1.449693
Tm  -0.256164  -0.017613  0.342271
O  -2.370958  -1.871549  -1.586571
C  -1.520860  -1.282453  -1.073843
C  1.646498  -1.498291  -0.022927
O  2.464684  -2.296053  0.026484
C  1.181783  1.632437  0.985144
O  1.677732  2.526539  1.517359
C  0.533546  0.838983  -1.882002
O  0.705142  1.372265  -2.864948
H  -1.463221  1.395512  -0.047764
N  -0.974698  0.877858  6.545643
C  -0.972900  0.206386  5.600053
C  -0.970773  -0.635366  4.448433
C  -1.264810  -2.005458  4.501482
C  -1.245880  -2.826254  3.386627
C  -0.916799  -2.267018  2.171369
N  -0.656157  -0.957875  2.210062
C  -0.649177  -0.091555  3.226699
H  -1.514527  -2.429976  5.474943
H  -1.469054  -3.878166  3.407085
H  -0.858233  -2.803967  1.206175
H  -0.393955  0.979017  3.038592

Atoms 1-2, force components in eV/Å:
O 2.455 -1.461 0.367
C -2.463 1.480 -0.354

Its spin multiplicity is 3. As for the charge: +2. The value obtained for the total energy is -54214.5418 eV. The orbital gap (spin up / spin down) comes out at 7.412 / 7.456 eV. For the LUMO energy (spin up / spin down), the calculation gives -9.81 / -9.75 eV. The largest force on an atom comes out at 7.8 eV Å⁻¹.

Results of the Löwdin charge analysis, in e, for atoms 1 through 4: atom 1 (O): 0.06, atom 2 (C): 0.02, atom 3 (Tm): 0.87, atom 4 (O): 0.20



Entry 6:
Here is a molecular structure, C11H5NNdO4 in a non-equilibrium geometry from OMol25. Energies are from ωB97M-V/def2-TZVPD.

Element x y z (Å)
O  0.358924  -3.141227  -3.310982
C  0.353965  -2.009627  -3.415518
Nd  0.437794  0.433067  -2.725022
O  -2.532779  0.328558  -4.940219
C  -1.523621  0.336421  -4.381870
C  2.202292  0.365184  -4.408226
O  3.209757  0.385097  -4.958765
C  0.288388  2.750096  -3.385010
O  0.284055  3.901818  -3.308506
N  -0.360392  -0.238490  -0.826280
C  -0.300429  -0.262110  0.345599
C  -0.260781  -0.274635  1.682751
C  -1.484863  -0.094523  2.338191
C  -1.416944  -0.091249  3.707581
C  -0.190757  -0.254348  4.360783
C  1.001020  -0.424025  3.648091
C  0.997274  -0.436453  2.278759
H  -2.407905  0.035329  1.768403
H  -2.334642  0.041764  4.260858
H  -0.160150  -0.246841  5.457054
H  1.948628  -0.547557  4.150330
H  1.891175  -0.556253  1.662002

Atoms 1-2, force components in eV/Å:
O -0.048 3.222 -0.510
C -0.001 -4.503 0.212

Its spin multiplicity is 4. As for the charge: +3. The value obtained for the total energy is -36411.9360 eV. The orbital gap (spin up / spin down) comes out at 5.381 / 5.504 eV. The calculation puts the energy relative to the best compared isomer or geometry (same formula, charge and spin) at 0.00 kcal/mol. For the LUMO energy (spin up / spin down), the calculation gives -13.74 / -13.62 eV. The largest force on an atom comes out at 7.9 eV Å⁻¹.

Results of the Löwdin charge analysis, in e, for atoms 1 through 4: atom 1 (O): 0.24, atom 2 (C): -0.04, atom 3 (Nd): 1.66, atom 4 (O): 0.23